1.
Entry from the OMol25 dataset: 4 unconnected molecules or ions with the total composition C2H12NO4 (ωB97M-V with the def2-TZVPD basis set).

Its HOMO energy is -4.180 eV.

```
! RIJCOSX wB97M-V def2-TZVPD def2/J DEFGRID3
* xyz -1 1
C -0.002 0.750 -1.015
O -0.982 -0.167 -1.010
C 1.294 0.079 -0.468
N 1.324 -1.324 -1.017
H -0.006 1.230 -2.038
H -0.256 1.638 -0.229
H 2.113 0.681 -0.991
H 1.434 0.121 0.533
H 0.366 -1.727 -0.671
H 1.390 -1.352 -1.998
H -2.482 -1.235 1.262
H -1.392 -0.596 0.219
O -1.666 -0.896 1.244
H 1.339 -1.226 2.711
H 1.801 -1.542 1.545
O 2.158 -1.488 2.435
H -1.579 2.352 -0.768
H -2.405 2.068 0.493
O -2.450 2.633 -0.234
*
```

Now the Mulliken charges, all in e: -0.251 -0.813 -0.707 -0.668 0.254 0.111 0.260 0.290 0.312 0.259 0.203 0.429 -0.768 0.313 0.375 -0.668 0.418 0.336 -0.683

***

2.
Entry from the OMol25 dataset: 4 unconnected molecules or ions with the total composition C2H12O3S (ωB97M-V with the def2-TZVPD basis set).

Its HOMO energy is -8.437 eV.

```
! RIJCOSX wB97M-V def2-TZVPD def2/J DEFGRID3
* xyz 0 1
C 0.209 3.090 0.504
S 0.253 4.270 1.887
C 1.907 3.973 2.580
H 0.549 2.120 0.868
H 0.703 3.460 -0.412
H -1.019 3.156 0.112
H 1.823 4.171 3.741
H 2.204 2.990 2.399
H 2.618 4.666 2.371
O -1.967 -6.401 -0.406
H -2.860 -6.479 -0.069
H -1.552 -5.881 0.310
O 1.582 -2.224 -1.884
H 1.239 -2.529 -2.793
H 1.029 -2.493 -1.186
O -1.810 -4.385 -3.583
H -2.067 -5.056 -4.269
H -1.843 -4.751 -2.776
*
```

Now the Mulliken charges, all in e: -0.740 -0.045 -0.786 0.266 0.281 0.219 0.241 0.252 0.312 -0.646 0.323 0.323 -0.647 0.344 0.301 -0.632 0.321 0.312

***

3.
Entry from the OMol25 dataset: 4 unconnected molecules or ions with the total composition C2H12O4 (ωB97M-V with the def2-TZVPD basis set).

Its HOMO energy is -10.407 eV.

```
! RIJCOSX wB97M-V def2-TZVPD def2/J DEFGRID3
* xyz 0 1
C -1.227 -0.491 -2.123
C -0.949 -1.607 -1.154
O -1.232 -1.260 0.203
H -0.527 0.351 -2.106
H -1.218 -0.870 -3.134
H -2.228 -0.079 -1.961
H 0.123 -1.865 -1.195
H -1.491 -2.504 -1.468
H -1.026 -2.105 0.621
O 1.702 -1.612 0.612
H 2.586 -1.401 0.919
H 1.290 -0.818 0.257
O -0.371 1.258 1.541
H -1.134 1.847 1.506
H -0.805 0.426 1.773
O 2.497 3.785 1.991
H 1.924 3.289 2.586
H 2.085 3.656 1.131
*
```

Now the Mulliken charges, all in e: -1.095 -0.220 -0.471 0.263 0.366 0.287 0.287 0.294 0.309 -0.634 0.302 0.317 -0.613 0.304 0.304 -0.639 0.324 0.317

***

4.
Entry from the OMol25 dataset: 5 unconnected molecules or ions with the total composition C2H12O5 (ωB97M-V with the def2-TZVPD basis set).

Its HOMO energy is -10.701 eV.

```
! RIJCOSX wB97M-V def2-TZVPD def2/J DEFGRID3
* xyz 0 1
C -1.147 -2.329 0.582
C -0.229 -1.304 -0.043
O 0.691 -0.913 0.636
H -0.675 -3.280 0.747
H -2.091 -2.542 0.041
H -1.406 -1.972 1.577
H -0.470 -1.023 -1.078
O 0.009 2.296 -2.206
H 0.080 2.428 -1.250
H -0.402 3.141 -2.440
O 2.029 -0.449 3.389
H 1.169 -0.510 3.826
H 1.883 -0.896 2.549
O -2.438 0.476 -2.835
H -2.031 1.061 -3.488
H -1.948 0.796 -2.068
O 2.230 1.852 0.491
H 3.095 2.031 0.847
H 1.650 1.138 0.725
*
```

Now the Mulliken charges, all in e: -0.932 0.107 -0.470 0.305 0.302 0.270 0.378 -0.645 0.300 0.327 -0.635 0.309 0.339 -0.638 0.318 0.334 -0.647 0.293 0.386

***

5.
Entry from the OMol25 dataset: 5 unconnected molecules or ions with the total composition C2H12O5 (ωB97M-V with the def2-TZVPD basis set).

Its HOMO energy is -9.227 eV.

```
! RIJCOSX wB97M-V def2-TZVPD def2/J DEFGRID3
* xyz 0 1
C -3.191 -1.546 0.144
C -2.460 -1.333 1.272
O -1.714 -0.188 1.206
H -4.021 -2.196 0.006
H -3.093 -0.660 -0.594
H -2.433 -1.765 2.212
H -1.375 -0.007 2.085
O 2.811 1.406 1.424
H 3.432 0.697 1.532
H 2.491 1.558 0.539
O -0.695 2.906 -1.760
H 0.186 2.439 -1.854
H -0.833 2.872 -0.804
O 2.694 0.754 -1.201
H 3.454 0.599 -1.659
H 2.317 0.028 -0.861
O 1.153 -2.079 -0.516
H 0.623 -1.584 0.093
H 0.654 -1.902 -1.264
*
```

Now the Mulliken charges, all in e: -0.744 0.054 -0.473 0.300 0.196 0.354 0.316 -0.655 0.296 0.348 -0.645 0.326 0.313 -0.578 0.243 0.364 -0.640 0.301 0.323

***

6.
Entry from the OMol25 dataset: 2 unconnected molecules or ions with the total composition C2H12Si3 (ωB97M-V with the def2-TZVPD basis set).

Its HOMO energy is -8.189 eV.

```
! RIJCOSX wB97M-V def2-TZVPD def2/J DEFGRID3
* xyz 0 1
C -0.099 2.425 0.521
C 2.983 -2.232 -0.244
Si -3.738 -0.663 -0.104
Si -0.135 0.840 -0.616
Si -1.424 -0.980 -0.126
H -1.150 2.622 0.856
H 0.371 2.446 1.466
H 0.272 3.383 0.045
H 3.815 -2.791 0.369
H 2.489 -2.866 -0.907
H 2.194 -1.836 0.529
H -3.507 0.074 1.312
H -4.424 -1.923 -0.289
H -4.887 0.136 -0.643
H 1.211 0.440 -0.286
H -0.472 1.521 -1.899
H 3.497 -1.395 -0.888
*
```

Now the Mulliken charges, all in e: -1.084 -0.798 0.320 0.406 -0.059 0.279 0.394 0.283 0.237 0.242 0.122 -0.065 -0.114 -0.140 -0.124 -0.101 0.201

***

7.
Entry from the OMol25 dataset: a molecular structure, C2H13BCeN3 (ωB97M-V with the def2-TZVPD basis set).

Its HOMO energy (spin up / spin down) is -12.133 / -12.133 eV.

```
! RIJCOSX wB97M-V def2-TZVPD def2/J DEFGRID3
* xyz 1 1
C -0.601 -2.182 -0.009
Ce -1.432 -0.010 0.242
N -1.085 2.645 -0.364
N -1.432 0.049 -2.497
H -0.115 2.955 -0.532
H -2.995 0.427 1.041
H -0.735 -2.146 1.116
H 0.349 -2.570 -0.472
H -1.610 -2.344 -0.454
H -0.696 0.572 -2.967
H -2.319 0.511 -2.741
H -1.464 -0.866 -2.951
H -1.627 2.941 -1.174
H -1.421 3.197 0.427
B 3.320 -0.612 2.124
C 1.971 -0.371 1.365
N 0.924 -0.159 0.841
H 3.312 -1.755 2.551
H 3.374 0.165 3.068
H 4.282 -0.449 1.387
*
```

Now the Mulliken charges, all in e: -0.963 1.301 -0.755 -0.723 0.305 -0.059 0.372 0.336 0.322 0.281 0.326 0.290 0.293 0.325 -0.079 0.274 -0.659 -0.068 -0.062 -0.059

***

8.
Entry from the OMol25 dataset: 3 unconnected molecules or ions with the total composition C2H13N2O2 (ωB97M-V with the def2-TZVPD basis set).

Its HOMO energy is -13.306 eV.

```
! RIJCOSX wB97M-V def2-TZVPD def2/J DEFGRID3
* xyz 1 1
N 0.744 -0.313 0.929
C 0.971 0.354 -0.453
C -0.372 0.220 -1.209
N 0.111 0.707 -2.584
H 0.352 0.432 1.701
H 0.349 -1.277 0.652
H 1.708 -0.367 1.191
H 1.316 1.329 -0.271
H 1.799 -0.219 -0.860
H -0.716 -0.810 -1.120
H -1.181 0.827 -0.756
H 1.080 0.456 -2.623
H -0.378 0.129 -3.284
H -0.712 1.983 3.214
H -0.289 2.815 1.863
O -0.311 1.902 2.281
H -0.623 -3.491 0.442
H -1.723 -2.733 -0.229
O -1.009 -2.562 0.424
*
```

Now the Mulliken charges, all in e: -0.252 -0.886 -0.125 -0.590 0.346 0.325 0.393 0.383 0.457 0.202 0.280 0.251 0.267 0.331 0.326 -0.663 0.345 0.324 -0.715

***

9.
Entry from the OMol25 dataset: 4 unconnected molecules or ions with the total composition C2H13N3O3 (ωB97M-V with the def2-TZVPD basis set).

Its HOMO energy (spin up / spin down) is 0.822 / -5.467 eV.

```
! RIJCOSX wB97M-V def2-TZVPD def2/J DEFGRID3
* xyz -1 2
C 0.332 1.709 1.836
N -0.506 0.541 1.524
C -0.909 0.332 0.223
N -1.437 -0.934 -0.097
N -0.936 1.336 -0.572
H 1.391 1.420 1.894
H 0.285 2.383 0.992
H 0.007 2.064 2.812
H -0.332 -0.241 2.131
H -1.063 -1.643 0.529
H -2.446 -0.978 -0.017
H -1.249 1.055 -1.494
H 1.174 -0.503 -1.397
H 1.664 0.913 -1.670
O 1.763 0.187 -1.045
H -1.013 -0.498 -2.664
H -1.130 -1.853 -3.291
O -0.489 -1.304 -2.802
H 1.753 -1.887 0.499
H 1.552 -0.571 1.234
O 1.589 -1.526 1.377
*
```

Now the Mulliken charges, all in e: -1.104 0.103 -1.816 -0.168 -0.450 0.266 0.388 0.341 0.427 0.199 0.661 0.753 0.331 0.313 -0.798 0.286 0.433 -1.022 0.455 0.152 -0.749

***

10.
Entry from the OMol25 dataset: 4 unconnected molecules or ions with the total composition C2H13NO3 (ωB97M-V with the def2-TZVPD basis set).

Its HOMO energy is -9.550 eV.

```
! RIJCOSX wB97M-V def2-TZVPD def2/J DEFGRID3
* xyz 0 1
C 2.248 -1.071 0.767
C 2.164 0.281 1.474
N 0.995 1.034 0.995
H 1.574 -1.807 1.254
H 3.210 -1.562 0.904
H 1.873 -0.958 -0.246
H 3.083 0.867 1.333
H 2.044 0.190 2.569
H 0.790 1.775 1.655
H 0.227 0.370 1.057
O -1.454 3.214 0.522
H -0.966 2.878 -0.227
H -2.404 3.232 0.401
O 0.259 1.571 -1.779
H 1.082 1.472 -1.272
H 0.684 1.669 -2.638
O -5.362 -4.338 -2.582
H -4.520 -3.939 -2.403
H -5.527 -4.878 -1.785
*
```

Now the Mulliken charges, all in e: -1.035 -0.392 -0.489 0.280 0.334 0.283 0.303 0.330 0.213 0.197 -0.648 0.353 0.304 -0.640 0.300 0.308 -0.639 0.317 0.322